{"formula": "H80O40", "method": "the ωB97M-V functional and the def2-TZVPD basis", "species": ["H", "H", "O", "H", "H", "O", "H", "H", "O", "H", "H", "O", "H", "H", "O", "H", "O", "H", "O", "H", "H", "O", "H", "H", "O", "H", "H", "O", "H", "H", "O", "H", "O", "H", "H", "O", "H", "H", "O", "H", "H", "O", "H", "H", "O", "H", "H", "O", "H", "H", "O", "H", "O", "H", "H", "O", "H", "O", "H", "H", "O", "H", "H", "O", "H", "H", "O", "H", "H", "O", "H", "H", "O", "H", "H", "O", "H", "H", "O", "H", "H", "O", "H", "H", "O", "H", "H", "O", "H", "O", "H", "H", "O", "H", "H", "H", "H", "H", "H", "O", "H", "H", "O", "H", "H", "O", "H", "H", "O", "H", "H", "O", "H", "H", "O", "H", "H", "O", "H", "H"], "positions_angstrom": [[-2.6919, -4.6178, 2.9889], [-3.7444, -3.4540, 3.2174], [-2.9847, -3.9358, 3.5997], [0.0194, 5.4254, -0.0354], [-1.1873, 5.3162, -0.9825], [-1.0206, 5.2952, -0.0752], [-0.6429, -1.4144, 2.8242], [0.6701, -1.0186, 3.6092], [-0.2147, -0.8671, 3.3449], [-5.5739, -0.7463, 1.3384], [-6.7933, 0.0133, 1.1042], [-6.1157, -0.2770, 0.7334], [-3.1085, 4.1087, -0.7630], [-4.1873, 3.6224, 0.4350], [-3.9306, 4.1461, -0.4921], [0.7142, -5.9615, 0.2940], [0.2936, -5.6774, 1.1316], [-2.4074, -5.3346, 0.8840], [-1.7821, -5.3838, 1.6298], [1.3560, -4.8238, -1.8424], [0.1087, -5.1177, -1.2273], [0.5246, -4.3427, -1.7161], [-4.8352, 3.2862, 2.4722], [-3.6357, 4.0569, 3.3037], [-3.9951, 3.6476, 2.6067], [-0.4485, -3.2167, -6.1732], [-0.0148, -1.7866, -5.9148], [0.2284, -2.5614, -6.4081], [-4.2913, 0.0150, -1.9002], [-4.6201, 1.4493, -2.2664], [-3.8673, 0.8929, -2.1881], [-4.6145, -0.5722, -4.0405], [-5.1876, -1.2857, -3.7905], [5.1486, -0.8107, -3.1404], [4.3421, -0.4688, -4.1928], [5.0218, -0.9270, -4.0384], [-1.0023, -1.1727, 6.1069], [0.0824, -0.2685, 5.4795], [-0.2686, -0.6201, 6.3492], [2.4471, 2.9084, 4.3481], [1.0062, 3.3860, 4.7781], [1.5715, 2.9774, 4.1387], [3.2353, 2.5823, -5.1617], [2.2488, 1.3236, -5.0769], [2.4622, 2.1864, -4.7971], [-1.6286, 2.8666, 5.8532], [-2.7133, 1.6734, 5.8229], [-2.6304, 2.5987, 5.7093], [3.5626, -0.4485, 1.6943], [5.0776, -0.7217, 1.5735], [4.3935, -0.2336, 1.2034], [1.5201, -0.2153, -1.7835], [1.3951, 0.2826, -1.0213], [4.0758, 4.6961, 1.3064], [2.6297, 5.3131, 1.4266], [3.5846, 5.5343, 1.1813], [-0.8648, 1.3285, 3.5023], [-0.8172, 1.4470, 4.4103], [4.5711, -2.7177, -4.2754], [3.3504, -3.5252, -3.3470], [3.8522, -3.3712, -4.2267], [0.4107, -3.8585, 0.7856], [-0.1786, -2.6354, 0.3461], [0.0756, -3.1332, 1.2077], [1.0058, 0.3642, 1.2359], [2.3801, 0.3303, 0.7962], [1.9812, 0.5742, 1.5606], [0.2754, 4.4864, 1.6270], [-0.2933, 5.8354, 1.8341], [0.0957, 5.2292, 2.3744], [1.5126, 4.3717, -4.7522], [2.5029, 4.3350, -3.5234], [1.9563, 4.9094, -4.0660], [0.9212, 3.7811, -1.8722], [0.6212, 2.9242, -3.0720], [0.4234, 2.9485, -2.0773], [3.6275, -4.8738, 0.9005], [3.8662, -5.6463, -0.2927], [3.1097, -5.1517, 0.1466], [4.9899, 0.8468, -0.5107], [3.6708, 1.3431, -1.1298], [4.6371, 1.3015, -1.3653], [-1.4444, 0.6682, 1.0707], [-2.1173, 1.5538, 1.6855], [-2.3116, 0.6912, 1.4167], [3.0507, -2.2429, -0.4689], [2.2551, -3.4203, -0.5600], [2.7540, -2.8481, -1.1687], [-1.9859, 3.1357, 2.4507], [-1.0934, 2.9612, 2.4533], [-3.4328, -1.0409, 0.9378], [-2.5471, -1.9273, 0.0715], [-3.3635, -1.4202, 0.1514], [0.8477, 0.9608, -1.1075], [-0.0128, -6.5402, 1.2120], [-1.1582, 0.6776, 4.8885], [-1.9412, -6.0612, 2.2730], [-4.9398, -1.9903, -3.2715], [-0.8220, 3.6124, 3.0970], [0.6785, -3.1724, 4.2239], [0.0617, -3.3672, 3.5735], [0.3104, -2.8112, 4.9978], [-1.5375, 0.9338, -1.4019], [-2.3053, 1.5052, -1.7478], [-2.1669, 0.4038, -0.7747], [1.0751, -4.7046, -4.6585], [0.8103, -4.0990, -4.0056], [1.9969, -4.2247, -4.9332], [-1.0812, -1.9271, -1.2693], [-0.1603, -1.6811, -1.5621], [-1.5987, -1.0276, -1.3185], [-1.6514, 4.4658, -2.6073], [-1.3069, 3.6603, -2.2668], [-0.9399, 4.9173, -3.1402], [3.2570, 3.1896, 0.9789], [2.9193, 3.4511, 0.1599], [2.8011, 2.6180, 1.5210], [0.4444, -2.1894, -3.6305], [1.4365, -2.5212, -3.4540], [-0.0449, -2.9549, -3.4939]], "atomic_forces_ev_per_a": [[-0.1, 0.5, -0.5], [0.7, -0.7, 0.1], [-0.8, 0.9, 0.7], [-3.3, -0.2, -0.3], [-0.8, 0.0, -2.8], [4.2, 0.5, 2.8], [-2.1, -4.8, -3.9], [1.1, -1.3, -0.6], [1.0, 6.1, 3.7], [0.4, -0.5, 0.8], [-9.4, 3.9, 5.3], [8.8, -3.3, -6.2], [6.7, -0.7, -1.3], [2.2, 2.3, -3.9], [-8.8, -1.4, 5.1], [1.2, 1.1, 0.3], [3.5, 0.0, -2.6], [0.0, -0.6, 0.9], [-1.8, 1.2, -0.2], [0.5, 0.6, -0.6], [-0.4, 1.8, -0.9], [-0.4, -2.6, 1.3], [-1.8, -0.3, 1.3], [0.5, 2.1, 4.6], [1.1, -1.9, -5.7], [0.5, 0.2, -0.1], [-0.1, 0.4, 0.4], [-0.3, -0.5, -0.7], [1.0, 1.7, -0.4], [-1.1, 1.1, -0.1], [-1.0, -2.6, 0.2], [1.1, -0.3, 0.5], [-2.9, 2.0, -2.1], [0.8, 0.4, 3.0], [-8.5, 5.7, -2.4], [7.9, -5.7, -0.6], [-0.5, -0.5, -0.2], [-0.5, -0.6, 1.5], [1.1, 0.9, -1.0], [3.2, 0.2, 1.5], [0.3, 0.2, 0.8], [-3.2, -0.4, -2.4], [0.9, -0.3, -0.8], [0.3, -1.4, -1.0], [-1.2, 1.6, 1.7], [-3.3, -1.5, -0.6], [0.3, -1.2, 0.2], [2.0, 3.3, 0.9], [1.0, 0.3, -0.1], [1.9, -1.4, 1.1], [-2.4, 0.8, -0.8], [0.0, -1.0, -2.3], [4.1, -3.7, 3.2], [-0.8, 0.7, 0.0], [2.3, 0.4, -0.2], [-1.3, 0.6, 0.4], [-0.1, -0.7, -2.4], [0.6, 0.1, 3.7], [-0.6, 0.2, 1.0], [2.3, 1.1, -1.8], [-2.0, -1.6, 1.0], [1.3, -3.5, -0.8], [0.1, -0.4, 2.1], [-1.6, 4.8, -1.1], [2.8, 0.7, 1.7], [2.1, -0.7, -4.1], [-5.3, 0.3, 2.6], [-0.7, 2.1, 3.1], [-2.2, 3.1, -1.9], [3.1, -4.7, -0.6], [0.7, 0.1, 0.6], [0.0, -0.3, -0.3], [-0.7, 0.2, -0.3], [-0.7, -0.9, 0.1], [-0.4, -0.4, 1.9], [1.7, 1.0, -1.9], [-0.4, 0.5, 0.9], [-1.6, 0.7, 0.1], [2.0, -1.7, -0.8], [-0.9, 1.2, -2.1], [1.2, 0.0, -0.4], [-0.5, -1.3, 2.3], [1.9, -1.5, -1.3], [-0.9, 2.7, 1.5], [-1.0, -1.3, 0.0], [0.5, 0.5, -0.7], [0.0, -0.4, -0.8], [-0.3, 0.6, 1.0], [-3.7, 0.6, -0.4], [2.5, -0.8, -0.7], [0.1, 2.7, 5.3], [0.0, 0.0, 0.4], [-0.1, -2.9, -5.9], [-4.1, 4.7, -1.4], [-1.8, -2.3, 1.7], [0.1, 0.4, -0.8], [-0.8, -1.0, -0.1], [1.9, -1.8, 1.6], [0.9, 0.2, 0.3], [3.6, -0.7, 0.7], [-2.1, -0.4, -1.7], [-1.1, 0.5, 1.2], [-2.5, -0.3, 1.4], [1.6, -1.2, 0.3], [1.5, 1.5, -1.1], [4.2, 0.2, -1.9], [-0.7, 0.5, 1.1], [-3.0, -1.8, 0.4], [-0.2, 2.4, -0.1], [-1.4, -0.4, 0.1], [1.8, -2.3, -0.4], [-0.3, 2.5, -1.5], [1.1, -1.1, 0.3], [-1.1, -1.0, 0.8], [3.3, 0.5, 0.2], [-1.3, 0.0, -1.5], [-2.3, -2.3, 1.1], [5.0, 1.7, 0.5], [-3.2, 1.4, -0.6], [-1.9, -1.8, 0.8]], "mulliken_charge": [0.357, 0.269, -0.626, 0.321, 0.338, -0.605, -0.121, 0.203, 0.070, 0.272, 0.207, -0.468, 0.218, 0.312, -0.578, 0.077, -0.510, 0.252, -0.592, 0.352, 0.183, -0.467, 0.291, 0.176, -0.583, 0.309, 0.292, -0.585, 0.319, 0.231, -0.585, 0.339, -0.620, 0.316, 0.256, -0.611, 0.328, 0.299, -0.638, 0.227, 0.191, -0.418, 0.301, 0.246, -0.544, 0.337, 0.238, -0.614, 0.150, 0.250, -0.576, -0.110, 0.367, 0.382, 0.408, -0.694, 0.296, -0.391, 0.362, 0.301, -0.687, 0.107, 0.345, -0.044, 0.173, 0.396, -0.604, 0.228, 0.380, -0.620, 0.318, 0.290, -0.597, 0.193, 0.233, -0.509, 0.284, 0.277, -0.521, 0.370, 0.198, -0.643, 0.146, 0.037, -0.113, 0.125, 0.199, -0.278, 0.107, -0.382, 0.164, 0.256, -0.484, -0.073, 0.326, 0.191, 0.367, 0.291, 0.261, -0.637, 0.270, 0.293, -0.443, 0.334, 0.182, -0.688, -0.134, 0.468, -0.750, 0.085, 0.439, -0.717, 0.459, 0.295, -0.647, 0.277, 0.296, -0.477, 0.249, 0.426], "spin_multiplicity": 1, "orbital_gap_ev": 9.29, "relative_energy_kj_mol": 1686.54, "energy_ha": -3057.1150, "charge": 0}